Entry 1:
DFT (ωB97M-V with the def2-TZVPD basis set) results for 10 unconnected molecules or ions with the total composition C63H150N10O14.

Summary:
Charge   0
Strongest force on any atom   4.60 eV/Å
HOMO-LUMO gap   8.341 eV
SMILES string   CC1(C)CCCC(C)(C)N1O.CC1(C)CCCC(C)(C)N1O.CC1(C)CCCC(C)(C)N1O.COC[C@H](C)N.COC[C@H](C)N.COC[C@H](C)N.COCCNCCOC.COCCNCCOC.COCCNCCOC.COCCNCCOC

Last column: Löwdin charge in e.
Positions of all 237 atoms, in Å:
C (14.206, 25.913, 3.658)  -0.03
C (14.069, 25.455, 2.171)  -0.50
C (13.471, 26.700, 1.455)  -0.15
C (13.732, 26.685, -0.055)  -0.16
C (15.280, 26.663, -0.209)  -0.15
C (15.809, 25.356, 0.332)  -0.49
N (15.417, 25.134, 1.762)  -0.13
O (16.014, 23.973, 2.293)  0.01
C (15.404, 24.201, -0.569)  -0.06
C (17.367, 25.428, 0.217)  -0.04
C (13.082, 24.317, 1.883)  -0.02
H (15.075, 26.562, 3.769)  0.08
H (14.470, 25.037, 4.251)  0.07
H (13.291, 26.368, 4.035)  0.08
H (12.406, 26.856, 1.627)  0.12
H (13.797, 27.625, 1.931)  0.11
H (13.325, 27.612, -0.458)  0.11
H (13.318, 25.902, -0.691)  0.10
H (15.681, 27.480, 0.392)  0.12
H (15.618, 26.918, -1.213)  0.12
H (15.974, 23.299, -0.350)  0.09
H (14.353, 23.945, -0.702)  0.07
H (15.386, 24.390, -1.642)  0.09
H (17.799, 26.074, 0.982)  0.08
H (17.897, 24.512, 0.476)  0.07
H (17.806, 25.765, -0.722)  0.08
H (12.666, 23.879, 2.790)  0.08
H (13.663, 23.497, 1.461)  0.07
H (12.241, 24.498, 1.215)  0.08
H (16.636, 24.378, 2.903)  0.10
C (9.078, 15.872, 2.047)  -0.03
C (7.907, 15.919, 1.032)  -0.54
C (7.072, 17.103, 1.388)  -0.16
C (7.760, 18.420, 0.995)  -0.17
C (7.810, 18.400, -0.561)  -0.12
C (8.795, 17.253, -1.006)  -0.46
N (8.332, 15.983, -0.365)  -0.09
O (9.043, 14.850, -0.868)  0.01
C (8.662, 17.139, -2.554)  -0.05
C (10.320, 17.636, -0.786)  -0.02
C (7.085, 14.690, 1.223)  -0.06
H (8.932, 16.053, 3.112)  0.09
H (10.020, 16.339, 1.756)  0.07
H (9.372, 14.823, 2.077)  0.07
H (6.142, 16.946, 0.840)  0.12
H (6.854, 17.196, 2.452)  0.12
H (8.734, 18.501, 1.479)  0.10
H (7.302, 19.352, 1.326)  0.11
H (8.200, 19.399, -0.757)  0.11
H (6.839, 18.287, -1.043)  0.12
H (9.463, 16.467, -2.863)  0.07
H (7.646, 16.849, -2.821)  0.08
H (8.872, 18.053, -3.109)  0.08
H (10.741, 18.187, -1.628)  0.08
H (10.492, 18.313, 0.051)  0.07
H (10.776, 16.651, -0.695)  0.06
H (6.494, 14.525, 0.322)  0.09
H (6.330, 14.730, 2.008)  0.09
H (7.429, 13.670, 1.394)  0.08
H (9.930, 15.133, -0.635)  0.06
C (2.159, 18.386, -11.766)  -0.03
C (1.509, 19.489, -10.887)  -0.45
C (0.297, 18.788, -10.158)  -0.17
C (-0.323, 19.269, -8.892)  -0.19
C (0.866, 19.705, -7.996)  -0.13
C (2.013, 20.564, -8.598)  -0.49
N (2.477, 19.933, -9.827)  -0.16
O (3.614, 20.472, -10.272)  0.00
C (1.568, 22.046, -8.744)  -0.02
C (3.116, 20.563, -7.478)  -0.04
C (0.880, 20.649, -11.663)  -0.04
H (2.908, 18.808, -12.437)  0.08
H (1.483, 17.723, -12.304)  0.09
H (2.790, 17.786, -11.110)  0.08
H (-0.538, 18.631, -10.841)  0.12
H (0.678, 17.817, -9.844)  0.11
H (-0.883, 18.450, -8.441)  0.11
H (-1.066, 20.038, -9.108)  0.10
H (1.332, 18.759, -7.719)  0.11
H (0.499, 20.108, -7.052)  0.11
H (0.821, 22.164, -9.528)  0.06
H (1.155, 22.437, -7.814)  0.08
H (2.468, 22.577, -9.054)  0.08
H (4.005, 21.173, -7.639)  0.07
H (2.603, 21.031, -6.638)  0.08
H (3.517, 19.565, -7.298)  0.08
H (-0.012, 21.110, -11.240)  0.07
H (0.671, 20.380, -12.699)  0.08
H (1.635, 21.426, -11.781)  0.08
H (4.249, 19.756, -10.201)  0.11
C (9.659, 15.248, -14.758)  -0.12
O (9.665, 16.186, -13.740)  -0.22
C (10.616, 17.222, -13.849)  -0.18
C (9.947, 18.355, -12.918)  -0.18
N (9.790, 17.826, -11.569)  -0.08
C (10.812, 18.291, -10.654)  -0.20
C (10.722, 19.816, -10.533)  -0.21
O (11.579, 20.367, -9.536)  -0.19
C (11.489, 21.700, -9.277)  -0.15
H (9.669, 15.681, -15.758)  0.08
H (8.796, 14.590, -14.661)  0.09
H (10.611, 14.727, -14.661)  0.09
H (10.752, 17.654, -14.840)  0.12
H (11.575, 16.944, -13.412)  0.12
H (8.947, 18.636, -13.250)  0.11
H (10.523, 19.278, -12.986)  0.10
H (9.763, 16.817, -11.603)  0.10
H (11.790, 17.968, -11.009)  0.11
H (10.766, 17.793, -9.686)  0.12
H (9.696, 20.161, -10.402)  0.13
H (10.978, 20.320, -11.465)  0.10
H (10.632, 21.884, -8.629)  0.08
H (11.246, 22.288, -10.162)  0.09
H (12.341, 21.929, -8.637)  0.10
C (15.794, 14.835, -18.003)  -0.10
O (15.217, 16.024, -18.608)  -0.21
C (16.135, 16.692, -19.426)  -0.21
C (15.738, 18.212, -19.585)  -0.16
N (16.829, 19.053, -20.087)  -0.10
C (16.286, 20.316, -20.673)  -0.19
C (17.414, 21.329, -20.521)  -0.26
O (17.018, 22.586, -21.081)  -0.19
C (18.012, 23.597, -20.820)  -0.09
H (16.421, 15.157, -17.171)  0.08
H (16.462, 14.221, -18.607)  0.08
H (15.076, 14.108, -17.623)  0.08
H (16.058, 16.122, -20.352)  0.12
H (17.107, 16.513, -18.965)  0.11
H (15.315, 18.782, -18.758)  0.12
H (15.068, 18.275, -20.443)  0.11
H (17.721, 19.326, -19.699)  0.09
H (15.581, 20.843, -20.031)  0.11
H (15.856, 20.110, -21.653)  0.12
H (18.362, 20.938, -20.889)  0.12
H (17.638, 21.498, -19.467)  0.12
H (17.947, 23.851, -19.762)  0.09
H (17.966, 24.458, -21.487)  0.09
H (18.977, 23.153, -21.062)  0.08
C (6.888, 32.217, -18.722)  -0.07
O (5.838, 31.227, -18.437)  -0.20
C (4.644, 31.206, -19.207)  -0.22
C (3.638, 30.224, -18.591)  -0.22
N (4.065, 28.861, -18.574)  -0.09
C (3.637, 27.925, -17.467)  -0.15
C (4.204, 26.552, -17.935)  -0.25
O (5.606, 26.338, -17.904)  -0.20
C (6.047, 25.833, -16.577)  -0.06
H (6.704, 33.247, -18.416)  0.08
H (6.939, 32.288, -19.808)  0.07
H (7.916, 31.967, -18.458)  0.08
H (4.764, 31.052, -20.279)  0.12
H (4.294, 32.238, -19.189)  0.11
H (2.664, 30.181, -19.078)  0.12
H (3.547, 30.472, -17.533)  0.11
H (5.042, 28.699, -18.769)  0.10
H (2.563, 27.851, -17.295)  0.12
H (4.173, 28.231, -16.568)  0.11
H (3.837, 26.216, -18.904)  0.12
H (3.758, 25.849, -17.232)  0.10
H (5.779, 26.521, -15.775)  0.08
H (7.108, 25.659, -16.756)  0.09
H (5.559, 24.884, -16.356)  0.08
C (18.852, 32.764, -10.340)  -0.13
O (17.470, 33.115, -10.438)  -0.20
C (16.792, 32.240, -11.438)  -0.14
C (15.236, 32.593, -11.756)  -0.19
N (14.478, 31.485, -12.302)  -0.08
C (14.127, 30.371, -11.440)  -0.22
C (12.938, 29.701, -12.071)  -0.20
O (11.925, 30.765, -12.155)  -0.21
C (11.020, 30.552, -13.234)  -0.11
H (19.117, 31.830, -9.845)  0.07
H (19.277, 33.436, -9.594)  0.08
H (19.296, 32.734, -11.335)  0.08
H (16.724, 31.189, -11.155)  0.10
H (17.320, 32.330, -12.388)  0.11
H (15.196, 33.501, -12.358)  0.11
H (14.731, 32.986, -10.874)  0.10
H (13.623, 31.869, -12.677)  0.10
H (13.791, 30.824, -10.507)  0.12
H (14.858, 29.651, -11.072)  0.12
H (12.524, 28.824, -11.574)  0.12
H (13.167, 29.210, -13.017)  0.12
H (11.575, 30.421, -14.163)  0.09
H (10.314, 31.377, -13.333)  0.08
H (10.311, 29.741, -13.067)  0.08
C (8.486, 18.480, -23.075)  -0.08
C (7.145, 17.750, -22.981)  -0.40
C (5.955, 18.436, -23.804)  -0.13
O (6.275, 18.660, -25.280)  -0.23
C (5.545, 19.606, -26.127)  -0.09
N (7.303, 16.453, -23.657)  0.04
H (9.066, 18.557, -23.995)  0.08
H (9.095, 17.943, -22.348)  0.07
H (8.543, 19.449, -22.579)  0.07
H (6.802, 17.904, -21.958)  0.13
H (5.652, 19.381, -23.355)  0.11
H (5.087, 17.781, -23.737)  0.10
H (5.377, 20.520, -25.558)  0.07
H (4.581, 19.226, -26.466)  0.08
H (6.083, 20.053, -26.963)  0.08
H (7.477, 16.711, -24.618)  0.06
H (6.328, 16.201, -23.738)  0.05
C (8.093, 9.835, -9.319)  -0.10
C (8.820, 11.039, -8.774)  -0.41
C (8.052, 12.298, -9.175)  -0.16
O (6.604, 12.354, -8.832)  -0.21
C (5.980, 13.591, -8.370)  -0.10
N (8.939, 10.815, -7.310)  0.04
H (8.606, 8.982, -8.876)  0.07
H (8.267, 9.519, -10.347)  0.07
H (7.080, 9.589, -9.000)  0.08
H (9.804, 10.899, -9.221)  0.14
H (8.058, 12.364, -10.263)  0.12
H (8.459, 13.227, -8.776)  0.11
H (6.017, 13.789, -7.299)  0.07
H (4.913, 13.378, -8.427)  0.08
H (6.315, 14.516, -8.840)  0.08
H (9.716, 11.395, -7.028)  0.06
H (8.192, 11.302, -6.837)  0.06
C (15.373, 11.701, -4.486)  -0.06
C (15.210, 13.172, -4.971)  -0.46
C (16.360, 13.561, -5.986)  -0.14
O (16.052, 14.926, -6.401)  -0.21
C (16.746, 15.462, -7.531)  -0.11
N (13.969, 13.299, -5.606)  0.01
H (15.430, 11.010, -5.326)  0.07
H (14.572, 11.294, -3.868)  0.07
H (16.348, 11.596, -4.011)  0.07
H (15.063, 13.845, -4.127)  0.13
H (16.118, 12.899, -6.819)  0.12
H (17.384, 13.403, -5.648)  0.12
H (16.655, 16.547, -7.488)  0.08
H (16.301, 15.234, -8.500)  0.08
H (17.802, 15.240, -7.682)  0.08
H (13.265, 13.328, -4.883)  0.08
H (14.010, 14.225, -6.007)  0.07



Entry 2:
DFT (ωB97M-V with the def2-TZVPD basis set) results for a molecular structure, C2H4CoO2.

Summary:
Charge   +1
Strongest force on any atom   1.90 eV/Å
2S+1   5
HOMO-LUMO gap (spin up / spin down)   8.231 / 8.329 eV
Energy above the lowest of the compared OMol25 structures with the same formula, charge and spin   0.00 kcal per mole

Last column: Löwdin spin population.
Positions of all 9 atoms, in Å:
C (0.345, 0.296, -0.286)  0.16
C (1.033, -0.739, 0.295)  0.04
O (2.337, -0.882, 0.195)  0.22
Co (2.420, 0.982, 0.308)  2.56
H (0.770, 0.783, -1.185)  0.01
H (0.511, -1.438, 0.968)  0.00
H (-0.785, 0.424, -0.130)  0.01
O (-3.096, 0.693, 0.050)  0.98
H (-3.535, -0.119, -0.215)  0.02



Entry 3:
DFT (ωB97M-V with the def2-TZVPD basis set) results for a single C3H6N2 molecule.

Summary:
Charge   0
Strongest force on any atom   5.77 eV/Å
HOMO-LUMO gap   9.383 eV
Energy above the lowest of the compared OMol25 structures with the same formula, charge and spin   109.53 kcal per mole
SMILES string   C=NN1CC1

Last column: natural (NBO) charge in e.
Positions of all 11 atoms, in Å:
C (-1.593, -0.069, -1.003)  -0.13
C (1.465, 0.589, 0.439)  -0.24
C (0.504, -0.624, 0.652)  -0.29
H (-1.802, -1.036, -0.495)  0.18
H (-2.436, 0.232, -1.597)  0.17
H (0.981, 1.271, 0.935)  0.18
H (2.578, 0.547, 0.319)  0.22
H (0.775, -1.718, 0.625)  0.22
H (-0.302, -0.260, 1.449)  0.19
N (-0.661, 0.900, -0.812)  -0.21
N (0.491, 0.167, -0.511)  -0.29